1.
C36H14BiBrF15GeN3S | ωB97M-V/def2-TZVPD

Gap between HOMO and LUMO = 0.23638 Eh
Calculated total energy = -226022.9123 eV
HOMO energy = -7.465 eV
Relative energy (zero: lowest compared OMol25 entry of this formula, charge and spin) = 61.67 kJ/mol
E_LUMO = -1.0 eV

```
72
Properties=species:S:1:pos:R:3:mulliken_charge:R:1
Bi -1.94 -0.27 -1.54 0.958
Br -5.25 -6.06 3.39 -0.190
C -4.82 -4.38 2.64 0.075
C -3.64 -4.24 1.92 -0.611
C -3.34 -3.01 1.36 0.307
C -4.19 -1.93 1.54 -0.414
C -5.37 -2.09 2.25 -0.171
C -5.69 -3.32 2.80 -0.631
N -3.82 -0.70 0.94 0.049
C -3.98 0.38 1.58 -0.693
C -3.68 1.68 0.97 0.580
C -3.98 2.85 1.64 -0.738
C -3.74 4.07 1.01 -0.382
C -3.23 4.07 -0.28 -0.878
C -2.95 2.84 -0.88 -0.525
N -3.16 1.69 -0.27 0.032
H -2.97 -5.08 1.79 0.484
H -2.42 -2.88 0.80 0.204
H -6.07 -1.26 2.34 0.518
H -6.62 -3.45 3.34 0.405
H -4.36 0.40 2.61 0.500
H -4.40 2.81 2.64 0.399
H -3.97 5.00 1.51 0.444
H -3.04 4.98 -0.81 0.446
H -2.53 2.78 -1.88 0.970
N -1.19 1.04 -2.80 -1.023
C -0.28 2.08 -2.79 -0.134
C 0.21 2.71 -1.64 0.958
C 1.11 3.76 -1.72 -1.080
C 1.54 4.23 -2.95 -0.609
C 1.07 3.62 -4.11 -0.597
C 0.17 2.57 -4.03 -0.431
H -0.10 2.34 -0.67 0.672
H 1.47 4.22 -0.81 0.399
H 2.25 5.04 -3.01 0.432
H 1.40 3.96 -5.08 0.403
H -0.20 2.09 -4.93 0.456
F 3.17 -1.89 2.79 -0.292
C 3.08 -0.55 2.84 0.417
C 2.42 0.15 1.84 -0.298
C 2.34 1.52 2.01 0.210
F 1.69 2.26 1.12 -0.116
C 2.90 2.18 3.09 -0.281
F 2.81 3.50 3.21 -0.295
C 3.57 1.44 4.06 0.716
F 4.11 2.06 5.11 -0.302
C 3.65 0.07 3.94 0.031
F 4.27 -0.65 4.88 -0.295
Ge 1.50 -0.68 0.32 0.500
S -0.59 -0.22 0.71 -0.242
C 2.02 -2.58 0.22 -0.160
C 1.16 -3.66 0.13 -0.170
F -0.17 -3.48 0.19 -0.037
C 1.61 -4.96 -0.03 -0.148
F 0.75 -5.98 -0.11 -0.306
C 2.97 -5.20 -0.13 0.625
F 3.42 -6.44 -0.29 -0.302
C 3.86 -4.14 -0.06 0.163
F 5.17 -4.37 -0.17 -0.296
C 3.37 -2.86 0.10 0.758
F 4.25 -1.85 0.14 -0.402
C 2.12 -0.06 -1.43 0.629
C 3.07 0.92 -1.67 0.356
F 3.66 1.55 -0.65 -0.449
C 3.45 1.28 -2.95 0.416
F 4.36 2.23 -3.15 -0.381
C 2.88 0.64 -4.04 0.772
F 3.21 0.99 -5.27 -0.388
C 1.95 -0.37 -3.83 0.236
F 1.40 -0.99 -4.87 -0.347
C 1.60 -0.70 -2.54 -0.422
F 0.70 -1.69 -2.36 -0.479
```

2.
C4H10N2 | ωB97M-V/def2-TZVPD

Gap between HOMO and LUMO = 0.39470 Eh
Calculated total energy = -7287.7568 eV
HOMO energy = -9.568 eV
Relative energy (zero: lowest compared OMol25 entry of this formula, charge and spin) = 276.21 kJ/mol
E_LUMO = 1.2 eV
SMILES = C=NC.C=NC

```
16
Properties=species:S:1:pos:R:3:nbo_charge:R:1
C -2.21 -1.63 -1.06 -0.057
N -1.64 -1.31 0.03 -0.384
C -2.13 0.02 0.52 -0.457
H -1.76 -2.23 -1.84 0.179
H -3.14 -1.08 -1.35 0.123
H -1.65 0.22 1.47 0.202
H -3.23 0.06 0.47 0.189
H -1.73 0.82 -0.13 0.206
C 2.81 -0.05 -0.65 -0.057
N 1.73 0.59 -0.49 -0.381
C 1.57 1.20 0.84 -0.450
H 3.13 -0.33 -1.65 0.172
H 3.52 -0.24 0.18 0.135
H 1.36 2.27 0.84 0.210
H 2.53 1.11 1.41 0.163
H 0.86 0.59 1.41 0.209
```

3.
C5H12NS2 | ωB97M-V/def2-TZVPD

Gap between HOMO and LUMO (spin up / spin down) = 0.28927 / 0.30039 Eh
Calculated total energy = -28529.0358 eV
HOMO energy (spin up / spin down) = -12.036 / -12.000 eV
Relative energy (zero: lowest compared OMol25 entry of this formula, charge and spin) = 495.73 kJ/mol
Charge = +1
E_LUMO (spin up / spin down) = -4.2 / -3.8 eV

```
20
Properties=species:S:1:pos:R:3:nbo_charge:R:1
C -0.22 -0.03 -0.15 -0.084
C 1.20 -0.37 -0.09 -0.333
C -0.73 1.32 0.22 -0.646
C 2.55 1.65 -0.06 -0.404
C -2.36 -1.25 -0.35 -0.460
N -1.15 -1.06 0.43 -0.531
S 0.42 -0.52 -1.73 0.218
S 2.05 -1.72 0.69 0.050
H -1.78 1.35 0.22 0.229
H -0.38 1.93 -0.56 0.256
H -0.32 1.67 1.16 0.237
H 2.03 1.71 0.91 0.215
H 2.10 2.28 -0.85 0.202
H 3.52 1.15 -0.33 0.227
H -2.90 -2.26 -0.29 0.263
H -3.13 -0.62 -0.02 0.233
H -2.20 -1.14 -1.44 0.257
H -0.63 -1.92 0.54 0.442
H -1.33 -0.78 1.51 0.451
H 3.26 -1.39 0.18 0.177
```

4.
H4INSi | ωB97M-V/def2-TZVPD

Gap between HOMO and LUMO = 0.34052 Eh
Calculated total energy = -17531.3712 eV
HOMO energy = -9.514 eV
Relative energy (zero: lowest compared OMol25 entry of this formula, charge and spin) = 290.39 kJ/mol
E_LUMO = -0.2 eV
SMILES = N=[SiH2].I

```
7
Properties=species:S:1:pos:R:3:nbo_charge:R:1
N 0.18 -0.67 0.16 -1.343
Si 1.29 0.52 0.15 1.328
H 0.33 -1.63 0.12 0.388
H 2.86 0.39 0.23 -0.201
H 1.06 2.08 0.04 -0.163
I -3.58 -0.12 -0.13 -0.134
H -2.15 -0.58 -0.58 0.125
```

5.
C56H108N6O19 | ωB97M-V/def2-TZVPD

Gap between HOMO and LUMO = 0.29470 Eh
Calculated total energy = -107662.1239 eV
HOMO energy = -8.115 eV
Relative energy (zero: lowest compared OMol25 entry of this formula, charge and spin) = 484.42 kJ/mol
E_LUMO = -0.1 eV

```
189
Properties=species:S:1:pos:R:3:mulliken_charge:R:1
O -14.97 -26.88 19.99 -0.571
C -15.88 -26.52 20.65 0.622
N -16.43 -25.32 20.46 -0.425
C -16.36 -27.33 21.86 -0.889
H -16.91 -24.94 21.26 0.215
H -15.87 -24.76 19.83 0.252
H -17.31 -27.75 21.52 0.249
H -16.54 -26.57 22.61 0.269
H -15.73 -28.07 22.34 0.280
O -19.03 -35.78 30.63 -0.565
C -18.74 -34.87 31.30 0.576
N -17.57 -34.24 31.09 -0.315
C -19.57 -34.42 32.48 -0.770
H -17.32 -33.34 31.49 0.141
H -16.83 -34.69 30.56 0.199
H -20.63 -34.29 32.28 0.280
H -19.26 -33.39 32.67 0.232
H -19.39 -35.09 33.32 0.220
O -27.61 -33.46 26.29 -0.657
C -26.66 -32.71 26.61 0.737
N -25.78 -32.33 25.70 -0.346
C -26.49 -32.12 27.94 -1.073
H -25.83 -32.57 24.72 0.226
H -25.03 -31.78 26.09 0.185
H -27.32 -32.39 28.60 0.289
H -26.53 -31.04 28.01 0.331
H -25.50 -32.36 28.32 0.309
C -16.41 -23.25 39.93 -1.018
C -16.08 -21.95 39.17 -0.697
N -16.78 -20.78 39.70 0.087
C -16.27 -20.32 40.99 -0.540
C -14.73 -19.97 40.91 -1.273
C -18.22 -20.88 39.60 -0.436
C -18.72 -21.06 38.21 -1.388
H -17.37 -23.61 39.56 0.267
H -16.45 -23.16 41.02 0.254
H -15.65 -23.98 39.65 0.391
H -15.02 -21.73 39.26 0.373
H -16.33 -22.09 38.11 0.339
H -16.59 -20.86 41.88 0.383
H -16.82 -19.41 41.21 0.425
H -14.67 -19.44 39.95 0.344
H -14.08 -20.83 41.01 0.281
H -14.38 -19.28 41.67 0.400
H -18.80 -21.52 40.27 0.339
H -18.58 -19.89 39.90 0.432
H -18.72 -22.09 37.87 0.294
H -19.71 -20.62 38.24 0.413
H -18.18 -20.55 37.41 0.329
C -13.55 -37.18 36.94 -1.034
C -13.57 -37.00 38.43 -0.788
N -12.39 -36.57 39.14 0.170
C -11.92 -35.19 38.99 -0.446
C -11.95 -34.47 40.29 -1.324
C -11.30 -37.52 39.15 -0.666
C -10.40 -37.49 40.38 -1.322
H -13.15 -36.25 36.53 0.268
H -14.47 -37.32 36.37 0.408
H -12.95 -37.97 36.51 0.282
H -14.42 -36.32 38.58 0.351
H -13.88 -37.94 38.89 0.443
H -10.87 -35.09 38.74 0.350
H -12.63 -34.75 38.29 0.433
H -11.18 -34.77 41.00 0.241
H -11.81 -33.41 40.07 0.406
H -12.92 -34.61 40.76 0.311
H -10.79 -37.17 38.25 0.397
H -11.70 -38.50 38.89 0.500
H -9.86 -36.57 40.64 0.287
H -9.57 -38.14 40.12 0.407
H -10.91 -37.79 41.30 0.325
C -19.40 -29.14 30.91 -1.309
C -18.19 -28.61 31.80 -0.512
N -16.83 -29.12 31.45 0.267
C -15.80 -28.85 32.44 -0.513
C -15.94 -29.74 33.73 -1.199
C -16.49 -28.63 30.09 -0.586
C -15.20 -29.32 29.57 -1.231
H -19.64 -28.52 30.05 0.345
H -20.20 -29.04 31.65 0.437
H -19.26 -30.18 30.61 0.296
H -18.15 -27.52 31.82 0.372
H -18.44 -29.00 32.79 0.278
H -14.81 -29.15 32.11 0.236
H -15.85 -27.76 32.52 0.428
H -15.86 -30.76 33.36 0.239
H -15.18 -29.45 34.45 0.379
H -16.91 -29.67 34.23 0.332
H -16.45 -27.54 30.08 0.395
H -17.24 -28.79 29.31 0.363
H -15.19 -28.99 28.53 0.410
H -15.19 -30.41 29.59 0.257
H -14.25 -29.01 30.02 0.319
O -23.17 -27.37 23.98 -0.659
C -23.77 -26.42 23.43 0.500
O -24.72 -25.78 24.05 -0.306
C -25.36 -24.80 23.24 -0.365
C -24.76 -25.07 21.86 -0.557
C -23.48 -25.80 22.09 -0.300
H -25.24 -23.75 23.53 0.304
H -26.41 -25.04 23.12 0.267
H -24.65 -24.21 21.19 0.367
H -25.42 -25.77 21.33 0.242
H -22.51 -25.34 22.25 0.266
H -23.39 -26.64 21.40 0.239
O -13.29 -21.86 28.14 -0.648
C -12.76 -21.95 27.02 0.535
O -12.89 -23.07 26.29 -0.304
C -12.12 -22.93 25.15 -0.412
C -11.05 -21.93 25.60 -0.501
C -11.87 -20.95 26.37 -0.356
H -12.74 -22.48 24.37 0.258
H -11.77 -23.88 24.74 0.315
H -10.68 -21.36 24.75 0.286
H -10.27 -22.40 26.20 0.300
H -12.51 -20.35 25.72 0.261
H -11.28 -20.34 27.05 0.266
O -10.06 -22.17 35.41 -0.602
C -9.93 -22.98 34.51 0.472
O -8.91 -22.89 33.66 -0.333
C -9.00 -23.88 32.66 -0.345
C -10.17 -24.81 32.99 -0.445
C -10.88 -24.08 34.10 -0.311
H -8.06 -24.40 32.51 0.306
H -9.22 -23.46 31.68 0.228
H -9.90 -25.86 33.14 0.340
H -10.88 -24.74 32.17 0.194
H -11.08 -24.67 35.00 0.261
H -11.76 -23.53 33.76 0.237
O -7.49 -28.25 26.38 -0.636
C -7.41 -28.86 25.32 0.506
O -8.47 -29.36 24.77 -0.322
C -8.17 -30.17 23.64 -0.391
C -6.67 -30.38 23.89 -0.613
C -6.17 -29.12 24.59 -0.246
H -8.35 -29.54 22.76 0.274
H -8.66 -31.13 23.51 0.308
H -6.13 -30.71 23.00 0.361
H -6.57 -31.26 24.53 0.277
H -6.01 -28.22 24.01 0.235
H -5.28 -29.34 25.18 0.246
O -27.96 -22.36 30.85 -0.578
C -26.87 -22.54 31.38 0.498
O -26.64 -23.41 32.41 -0.333
C -25.25 -23.50 32.74 -0.349
C -24.63 -22.92 31.50 -0.478
C -25.60 -21.95 30.90 -0.379
H -24.94 -24.54 32.84 0.279
H -24.92 -22.97 33.63 0.251
H -24.47 -23.83 30.93 0.250
H -23.73 -22.34 31.67 0.311
H -25.53 -21.79 29.82 0.281
H -25.38 -20.97 31.32 0.248
O -8.10 -34.74 29.49 -0.621
C -8.78 -34.43 30.48 0.488
O -8.66 -35.09 31.59 -0.349
C -9.10 -34.36 32.71 -0.350
C -9.97 -33.25 32.18 -0.473
C -9.67 -33.24 30.68 -0.248
H -8.18 -33.85 33.01 0.221
H -9.42 -35.02 33.51 0.323
H -9.68 -32.31 32.67 0.298
H -11.01 -33.50 32.38 0.232
H -9.14 -32.32 30.41 0.245
H -10.57 -33.38 30.09 0.234
O -18.39 -20.58 24.88 -0.606
C -18.60 -20.00 25.94 0.492
O -17.99 -18.85 26.22 -0.354
C -18.39 -18.35 27.48 -0.372
C -19.09 -19.58 28.22 -0.484
C -19.33 -20.59 27.12 -0.272
H -19.08 -17.52 27.32 0.238
H -17.58 -17.90 28.04 0.311
H -20.04 -19.19 28.59 0.235
H -18.59 -19.81 29.16 0.319
H -20.39 -20.63 26.87 0.230
H -19.02 -21.59 27.42 0.262
O -20.84 -36.40 22.45 -0.615
C -19.77 -35.84 22.77 0.572
O -18.69 -35.83 22.03 -0.307
C -17.62 -35.27 22.73 -0.428
C -18.24 -34.39 23.82 -0.421
C -19.46 -35.20 24.15 -0.468
H -17.06 -34.62 22.05 0.294
H -16.94 -36.03 23.10 0.276
H -18.49 -33.43 23.36 0.239
H -17.60 -34.16 24.67 0.328
H -20.37 -34.73 24.51 0.282
H -19.32 -35.98 24.90 0.247
```

6.
C6H8 | ωB97M-V/def2-TZVPD

Gap between HOMO and LUMO (spin up / spin down) = 0.28516 / 0.34034 Eh
Spin multiplicity = 3
Calculated total energy = -6346.3184 eV
HOMO energy (spin up / spin down) = -6.646 / -9.684 eV
Relative energy (zero: lowest compared OMol25 entry of this formula, charge and spin) = 63.09 kJ/mol
E_LUMO (spin up / spin down) = 1.1 / -0.4 eV

```
14
Properties=species:S:1:pos:R:3:nbo_charge:R:1
C -1.56 -0.11 -0.17 -0.368
C -1.45 1.01 -0.93 0.178
C -0.24 1.73 -0.77 -0.522
C 0.74 0.65 -0.05 -0.446
C -0.15 -0.37 0.42 0.061
C 0.51 -1.61 0.87 -0.671
H -2.39 -0.88 -0.13 0.231
H 0.17 1.91 -1.92 0.219
H -0.36 2.67 -0.20 0.231
H 1.24 0.10 -0.74 0.208
H 1.45 0.94 0.73 0.220
H 0.04 -2.21 1.66 0.229
H 1.51 -1.45 1.23 0.219
H 0.50 -2.36 0.00 0.212
```

7.
C2H3LiO2Tl | ωB97M-V/def2-TZVPD

Gap between HOMO and LUMO = 0.23376 Eh
Calculated total energy = -11106.4668 eV
HOMO energy = -11.319 eV
Relative energy (zero: lowest compared OMol25 entry of this formula, charge and spin) = 220.12 kJ/mol
Charge = +1
E_LUMO = -5.0 eV

```
9
Properties=species:S:1:pos:R:3:mulliken_charge:R:1
O 0.42 -1.10 1.65 -0.176
C 1.16 -0.10 1.40 -0.455
C 0.91 0.59 0.07 0.109
O -0.43 0.49 -0.31 -0.791
Li -1.51 1.88 0.01 0.900
H 1.63 0.15 -0.65 0.219
H 1.25 1.63 0.22 0.291
Tl -0.79 -0.85 -1.95 0.588
H -0.41 -0.53 1.19 0.315
```

8.
C2H27O12 | ωB97M-V/def2-TZVPD

Gap between HOMO and LUMO = 0.27271 Eh
Calculated total energy = -27082.6978 eV
HOMO energy = -5.315 eV
Relative energy (zero: lowest compared OMol25 entry of this formula, charge and spin) = 275.71 kJ/mol
Charge = -1
E_LUMO = 2.1 eV

```
41
Properties=species:S:1:pos:R:3:nbo_charge:R:1
C -1.28 -0.47 -0.29 -0.647
C -0.05 -1.21 -0.78 -0.073
O 1.05 -0.29 -0.89 -1.011
H -1.48 0.40 -0.93 0.220
H -1.29 -0.21 0.76 0.190
H -2.17 -1.03 -0.37 0.169
H -0.29 -1.82 -1.67 0.150
H 0.29 -1.85 -0.02 0.152
O -2.88 2.53 -2.92 -0.906
H -2.95 3.36 -2.46 0.461
H -3.30 1.99 -2.25 0.461
O 2.24 -0.48 1.62 -0.988
H 1.74 -0.34 0.78 0.498
H 2.84 0.27 1.77 0.453
O 0.78 0.54 -3.37 -0.979
H 0.62 0.20 -2.46 0.497
H 1.45 -0.04 -3.74 0.446
O 3.08 -2.68 -0.19 -0.944
H 3.87 -2.71 -0.73 0.455
H 2.52 -2.07 -0.62 0.483
O -1.85 2.36 0.92 -0.965
H -2.34 1.56 1.04 0.475
H -0.99 2.21 1.36 0.473
O -1.04 -1.31 2.86 -0.945
H -0.54 -0.49 3.00 0.492
H -1.33 -1.47 3.79 0.466
O -3.45 0.07 1.94 -0.959
H -3.04 -0.57 2.53 0.485
H -3.53 -0.36 1.08 0.477
O 1.07 -3.17 2.33 -0.931
H 0.21 -2.79 2.17 0.480
H 1.08 -3.51 3.20 0.447
O 0.73 1.97 0.37 -0.984
H 0.77 1.05 0.07 0.504
H 0.87 1.76 1.29 0.445
O 3.55 0.04 -1.84 -0.971
H 2.73 -0.07 -1.39 0.504
H 4.15 0.25 -1.09 0.446
O -0.39 2.94 -1.91 -0.958
H -1.32 2.81 -1.92 0.447
H -0.16 2.62 -1.04 0.484
```

Please write out number 3 again, unchanged.
C5H12NS2 | ωB97M-V/def2-TZVPD

Gap between HOMO and LUMO (spin up / spin down) = 0.28927 / 0.30039 Eh
Calculated total energy = -28529.0358 eV
HOMO energy (spin up / spin down) = -12.036 / -12.000 eV
Relative energy (zero: lowest compared OMol25 entry of this formula, charge and spin) = 495.73 kJ/mol
Charge = +1
E_LUMO (spin up / spin down) = -4.2 / -3.8 eV

```
20
Properties=species:S:1:pos:R:3:nbo_charge:R:1
C -0.22 -0.03 -0.15 -0.084
C 1.20 -0.37 -0.09 -0.333
C -0.73 1.32 0.22 -0.646
C 2.55 1.65 -0.06 -0.404
C -2.36 -1.25 -0.35 -0.460
N -1.15 -1.06 0.43 -0.531
S 0.42 -0.52 -1.73 0.218
S 2.05 -1.72 0.69 0.050
H -1.78 1.35 0.22 0.229
H -0.38 1.93 -0.56 0.256
H -0.32 1.67 1.16 0.237
H 2.03 1.71 0.91 0.215
H 2.10 2.28 -0.85 0.202
H 3.52 1.15 -0.33 0.227
H -2.90 -2.26 -0.29 0.263
H -3.13 -0.62 -0.02 0.233
H -2.20 -1.14 -1.44 0.257
H -0.63 -1.92 0.54 0.442
H -1.33 -0.78 1.51 0.451
H 3.26 -1.39 0.18 0.177
```

Copy entry 3 word for word.
C5H12NS2 | ωB97M-V/def2-TZVPD

Gap between HOMO and LUMO (spin up / spin down) = 0.28927 / 0.30039 Eh
Calculated total energy = -28529.0358 eV
HOMO energy (spin up / spin down) = -12.036 / -12.000 eV
Relative energy (zero: lowest compared OMol25 entry of this formula, charge and spin) = 495.73 kJ/mol
Charge = +1
E_LUMO (spin up / spin down) = -4.2 / -3.8 eV

```
20
Properties=species:S:1:pos:R:3:nbo_charge:R:1
C -0.22 -0.03 -0.15 -0.084
C 1.20 -0.37 -0.09 -0.333
C -0.73 1.32 0.22 -0.646
C 2.55 1.65 -0.06 -0.404
C -2.36 -1.25 -0.35 -0.460
N -1.15 -1.06 0.43 -0.531
S 0.42 -0.52 -1.73 0.218
S 2.05 -1.72 0.69 0.050
H -1.78 1.35 0.22 0.229
H -0.38 1.93 -0.56 0.256
H -0.32 1.67 1.16 0.237
H 2.03 1.71 0.91 0.215
H 2.10 2.28 -0.85 0.202
H 3.52 1.15 -0.33 0.227
H -2.90 -2.26 -0.29 0.263
H -3.13 -0.62 -0.02 0.233
H -2.20 -1.14 -1.44 0.257
H -0.63 -1.92 0.54 0.442
H -1.33 -0.78 1.51 0.451
H 3.26 -1.39 0.18 0.177
```